1.
Computed, not measured: a molecular structure, C29H42N2O2RhSi4Te2, with ωB97M-V/def2-TZVPD.

Each line ends with the Mulliken charge.
Atoms and positions in Å:
Rh (1.013103, -0.063168, -0.830762)  -0.030
O (1.376733, 1.825172, -0.357840)  -0.060
C (1.048043, 2.375601, 0.770874)  0.741
C (1.499808, 3.707154, 0.979660)  -0.666
C (1.204590, 4.405557, 2.118765)  -0.356
C (0.430243, 3.825790, 3.137225)  -0.764
C (-0.022550, 2.544648, 2.961574)  -0.730
C (0.262757, 1.789623, 1.803959)  0.587
C (-0.290959, 0.463342, 1.756962)  -0.905
N (-0.098708, -0.376629, 0.805926)  0.895
N (-0.666778, -1.635119, 0.926071)  -1.016
C (-0.343778, -2.369320, -0.101498)  0.586
O (0.372362, -1.981711, -1.110072)  -0.565
C (-0.821253, -3.780766, -0.129301)  0.199
C (-0.441468, -4.611563, -1.178180)  -0.137
C (-0.877777, -5.928257, -1.219494)  -0.832
C (-1.694772, -6.423987, -0.214296)  -0.340
C (-2.072409, -5.597480, 0.837320)  -0.642
C (-1.637246, -4.283365, 0.881840)  -0.196
H (2.098199, 4.140177, 0.188469)  0.414
H (1.576038, 5.417428, 2.233639)  0.394
H (0.196804, 4.376721, 4.038521)  0.381
H (-0.624426, 2.075274, 3.732868)  0.328
H (-0.908126, 0.132239, 2.590526)  0.275
H (0.201271, -4.217129, -1.953192)  0.437
H (-0.576072, -6.567009, -2.040232)  0.407
H (-2.035692, -7.451591, -0.246969)  0.375
H (-2.707638, -5.980752, 1.626441)  0.388
H (-1.920141, -3.627838, 1.693668)  0.457
C (-2.621411, -0.298400, -5.814031)  -1.066
Si (-1.514902, -0.375394, -4.284201)  0.346
C (-1.827955, -2.029932, -3.464578)  -0.647
C (-2.008551, 1.005250, -3.109486)  -0.740
Si (0.730509, -0.109537, -4.932030)  -0.097
Te (2.328430, 0.447440, -3.092068)  -0.265
Si (0.930211, 1.815664, -6.261218)  0.468
C (2.744409, 2.125873, -6.656620)  -1.048
C (0.261905, 3.298942, -5.321509)  -0.957
C (0.007964, 1.693703, -7.907059)  -1.048
Si (1.581273, -2.030718, -5.944932)  0.392
C (0.628240, -2.506886, -7.504582)  -1.060
C (1.508614, -3.457176, -4.721341)  -0.897
C (3.386343, -1.759964, -6.396448)  -1.043
H (-3.670036, -0.425460, -5.528689)  0.366
H (-2.366853, -1.093537, -6.518933)  0.242
H (-2.531067, 0.653916, -6.339002)  0.207
H (-2.853627, -2.087472, -3.086906)  0.457
H (-1.145032, -2.166195, -2.626881)  -0.316
H (-1.684991, -2.850264, -4.171397)  0.309
H (-3.018354, 0.841945, -2.721717)  0.373
H (-1.982325, 1.980871, -3.597335)  0.253
H (-1.322149, 1.048045, -2.259171)  -0.007
H (3.325298, 2.194630, -5.734521)  0.245
H (2.862735, 3.063810, -7.207606)  0.387
H (3.165196, 1.322602, -7.264563)  0.273
H (0.693518, 3.332554, -4.319205)  0.228
H (-0.824486, 3.247154, -5.222519)  0.239
H (0.507645, 4.230124, -5.840310)  0.381
H (0.365966, 0.846553, -8.497000)  0.254
H (0.150141, 2.600434, -8.502502)  0.380
H (-1.063997, 1.559955, -7.753142)  0.263
H (-0.422062, -2.701536, -7.273991)  0.265
H (1.044558, -3.408952, -7.962280)  0.386
H (0.662852, -1.706407, -8.247169)  0.240
H (0.484275, -3.793048, -4.550764)  0.192
H (1.923923, -3.138310, -3.761416)  0.146
H (2.090615, -4.310318, -5.081803)  0.548
H (3.508652, -0.946441, -7.114153)  0.237
H (3.822236, -2.664180, -6.831441)  0.380
H (3.947780, -1.502971, -5.495814)  0.248
Te (3.035140, -1.332868, -0.081230)  0.069
C (4.358400, 0.285794, 0.245586)  0.084
C (5.185460, 0.777550, -0.762543)  -0.356
C (6.067209, 1.817991, -0.505274)  -0.608
C (6.144040, 2.372066, 0.765301)  -0.391
C (5.331232, 1.885185, 1.778079)  -0.566
C (4.440285, 0.851957, 1.517005)  -0.294
H (5.137435, 0.344820, -1.753206)  0.459
H (6.695643, 2.196022, -1.302571)  0.367
H (6.832786, 3.184541, 0.963503)  0.375
H (5.379027, 2.316988, 2.770489)  0.367
H (3.785993, 0.489644, 2.299822)  0.355

Cartesian forces (eV/Å) of the 3 atoms listed first:
-0.450 0.208 -0.344
0.040 0.083 0.076
0.051 0.046 -0.041

The calculation puts the frontier orbital gap (spin up / spin down) at 6.03 / 6.03 eV. Its total energy is -86941.5097 eV. For the lowest unoccupied orbital energy (spin up / spin down), the calculation gives 2.07 / 2.07 eV. Its HOMO energy (spin up / spin down) is -3.96 / -3.96 eV. Its relative energy (zero: lowest compared OMol25 entry of this formula, charge and spin) is 0.0 kJ/mol. The net charge is -1. For the maximum force, the calculation gives 0.0117 hartree/bohr.


2.
Computed, not measured: a molecular structure, C29H43BBr2MoN7O6S4, with ωB97M-V/def2-TZVPD.

Each line ends with the Löwdin spin population.
Atoms and positions in Å:
Mo (0.676143, 0.186223, 0.894998)  1.805
C (2.010900, -5.649556, 2.813701)  0.000
C (2.212343, -4.174649, 2.457702)  0.000
C (1.596442, -3.318335, 3.555829)  0.004
C (3.696758, -3.829045, 2.330937)  0.000
N (1.583888, -3.956124, 1.100869)  -0.001
C (2.032932, -4.695960, 0.020952)  0.001
C (1.353882, -4.287463, -1.064907)  0.000
N (0.486603, -3.294578, -0.669932)  0.000
B (-0.365441, -2.581509, -1.756343)  0.000
N (0.560832, -1.717708, -2.661660)  0.003
C (0.347640, -1.674445, -4.021435)  0.000
C (1.324837, -0.931856, -4.567874)  0.001
N (2.146540, -0.496898, -3.539485)  0.001
C (1.660351, -0.991046, -2.376721)  0.005
S (2.304676, -0.782980, -0.773402)  0.031
C (3.391480, 0.288972, -3.870479)  0.000
C (4.004988, 0.985969, -2.660671)  0.002
C (3.009803, 1.350938, -4.908671)  0.000
C (4.401377, -0.699902, -4.457369)  0.000
N (-1.587355, -1.767084, -1.228713)  -0.001
C (-2.791525, -2.396593, -1.009211)  0.002
C (-3.720723, -1.450442, -0.792428)  0.002
N (-3.092742, -0.216701, -0.866086)  0.000
C (-1.785085, -0.437841, -1.139057)  0.007
S (-0.493221, 0.720021, -1.223611)  -0.012
C (-3.903455, 1.051189, -0.918332)  0.000
C (-3.102611, 2.299255, -0.540083)  0.000
C (-5.061537, 0.913249, 0.072666)  0.000
C (-4.420922, 1.185032, -2.351149)  0.000
C (0.646814, -3.094718, 0.651737)  0.014
S (-0.302996, -1.947853, 1.555025)  0.043
H (2.401913, -5.828197, 3.815054)  0.000
H (2.532300, -6.319786, 2.129553)  0.000
H (0.948756, -5.902281, 2.811526)  0.000
H (2.141420, -3.538493, 4.474560)  0.000
H (0.543704, -3.549552, 3.718765)  0.001
H (1.703416, -2.256310, 3.353481)  0.001
H (4.183299, -3.988295, 3.293354)  0.000
H (3.820044, -2.780329, 2.058967)  0.000
H (4.201174, -4.449663, 1.588401)  0.000
H (2.785244, -5.457573, 0.114199)  0.000
H (1.412030, -4.625565, -2.086119)  0.000
H (-0.822416, -3.439496, -2.464500)  0.000
H (-0.483043, -2.182041, -4.482458)  0.000
H (1.503343, -0.688388, -5.598501)  0.000
H (3.286300, 1.635548, -2.159149)  0.001
H (4.828718, 1.601697, -3.023680)  0.000
H (4.404513, 0.279194, -1.938676)  0.001
H (2.116325, 1.895346, -4.601042)  0.000
H (2.844434, 0.925318, -5.898596)  0.000
H (3.828566, 2.064831, -4.996041)  0.000
H (4.689126, -1.440669, -3.709130)  0.000
H (5.295853, -0.160852, -4.772662)  0.000
H (3.991503, -1.218703, -5.326118)  0.000
H (-2.880299, -3.470071, -1.011016)  0.000
H (-4.767244, -1.560216, -0.580544)  0.000
H (-2.564994, 2.153835, 0.396230)  0.000
H (-3.812119, 3.117386, -0.410502)  0.000
H (-2.402084, 2.581809, -1.323385)  0.000
H (-4.687164, 0.656229, 1.065657)  0.000
H (-5.796552, 0.171134, -0.237494)  0.000
H (-5.579136, 1.868921, 0.135585)  0.000
H (-3.585888, 1.285735, -3.047711)  0.000
H (-5.049082, 2.073106, -2.438533)  0.000
H (-5.013981, 0.314205, -2.637895)  0.000
Br (1.596982, 2.831816, 0.596130)  0.007
C (0.540292, 3.918203, -0.625797)  0.003
Br (1.082886, 3.757127, -2.454139)  0.001
H (0.712302, 4.942035, -0.323273)  0.000
H (-0.497964, 3.628732, -0.521636)  0.000
O (4.106860, -0.348132, 3.087101)  -0.002
N (3.275286, 0.262923, 2.469527)  0.008
O (3.229403, 1.475951, 2.333365)  0.007
O (2.387563, -0.487412, 1.799062)  0.016
C (-3.520063, 6.327345, 3.518997)  0.000
C (-2.892701, 4.959647, 3.469334)  0.000
C (-3.674677, 3.809313, 3.557848)  0.000
C (-3.099136, 2.550701, 3.494468)  0.000
C (-1.720956, 2.450863, 3.350471)  0.000
C (-0.915159, 3.579206, 3.263559)  0.000
C (-1.509581, 4.826230, 3.332228)  0.000
S (-1.082066, 0.868426, 2.950469)  0.004
O (0.400988, 0.842544, 3.034111)  0.012
O (-1.779139, -0.147407, 3.662757)  0.001
O (-1.281155, 0.812140, 1.441448)  0.032
H (-4.580882, 6.267622, 3.755240)  0.000
H (-3.410806, 6.832913, 2.557471)  0.000
H (-3.032730, 6.950287, 4.270005)  0.000
H (-4.747217, 3.900373, 3.683127)  0.000
H (-3.693018, 1.647288, 3.571242)  0.000
H (0.158197, 3.468411, 3.173112)  0.000
H (-0.893104, 5.717481, 3.285399)  0.000

Cartesian forces (eV/Å) of the 3 atoms listed first:
0.050 -0.190 0.086
-0.036 0.014 -0.052
0.008 -0.035 0.130

The calculation puts the frontier orbital gap (spin up / spin down) at 7.71 / 7.77 eV. Its total energy is -239442.2350 eV. For the lowest unoccupied orbital energy (spin up / spin down), the calculation gives -3.09 / -3.33 eV. As for the expectation value of S²: 2.026. Its HOMO energy (spin up / spin down) is -10.80 / -11.10 eV. Its relative energy (zero: lowest compared OMol25 entry of this formula, charge and spin) is 102.8 kJ/mol. The net charge is +1. As for the multiplicity: 3. For the maximum force, the calculation gives 0.0159 hartree/bohr.